(1)
Formula: C32H30BiN6Se
Source: the Open Molecules 2025 dataset
Level of theory: ωB97M-V/def2-TZVPD

The geometry in XYZ format:
```
70
Properties=species:S:1:pos:R:3:lowdin_charge:R:1
H 0.775 4.115 -1.061 0.1088
C -0.973 -4.718 -0.561 0.0835
H -2.968 1.738 0.774 0.1062
H -5.344 1.320 0.275 0.1373
H 4.494 1.000 0.382 0.1092
C 2.368 -1.146 3.089 -0.0624
H -0.979 0.753 -2.138 0.0637
H 2.179 -0.070 3.140 0.0636
C 0.330 -4.286 -0.458 0.0266
H 1.162 -4.951 -0.641 0.1377
H -0.346 2.106 -3.083 0.0986
C -4.428 -3.177 -0.372 -0.3341
H 2.072 4.180 0.131 0.1293
H 1.595 -2.623 -0.001 0.0989
H 2.891 -1.417 4.004 0.1036
H 0.200 4.317 2.076 0.0983
H 2.408 3.536 -1.462 0.1166
C 1.295 2.232 -0.191 -0.2114
H -0.381 2.692 2.450 0.0421
C 3.030 -0.947 0.630 -0.2623
C 4.937 -2.933 0.956 -0.0098
C 3.534 -0.899 -1.898 -0.0167
Bi -0.181 -0.069 1.215 1.9875
N -2.366 -0.206 0.396 -0.0762
C -1.386 3.649 0.768 -0.2334
C -2.737 -1.473 0.088 -0.1526
N -5.655 -3.620 -0.499 -0.2015
C -4.085 -1.800 -0.121 -0.0504
C -3.295 0.751 0.485 -0.0791
C -1.015 2.749 -0.242 -0.2866
C 3.193 -1.548 1.891 -0.2203
C -0.691 3.684 2.108 -0.0109
H -1.218 -5.744 -0.804 0.1463
C -2.418 4.535 0.493 -0.0081
H 4.419 -0.403 -2.301 0.1050
H -2.013 1.614 -3.292 0.0967
C 4.155 -2.533 2.033 -0.0064
C -1.656 2.703 -1.483 -0.2276
C 1.645 3.586 -0.685 0.0491
C -3.401 -4.171 -0.485 -0.3349
C -1.226 1.735 -2.551 -0.0104
C 3.796 1.736 -0.003 0.0365
C -3.053 4.531 -0.741 -0.0142
C -5.042 -0.777 -0.067 0.0814
N -0.401 -2.088 0.120 -0.0676
H 5.315 -2.702 -1.139 0.1370
H 3.349 -1.762 -2.539 0.1006
H -2.723 5.243 1.254 0.1344
C 0.581 -2.969 -0.104 -0.0673
C 3.780 -1.373 -0.489 -0.2211
H 4.313 -2.986 3.004 0.1328
H 5.703 -3.683 1.097 0.1305
N 2.055 0.077 0.487 -0.0253
H 3.906 2.664 0.564 0.1205
C -1.697 -2.472 -0.042 -0.1430
N -3.822 -5.393 -0.702 -0.2027
H 1.413 -1.688 3.109 0.0596
H 2.687 -0.224 -1.996 0.0690
C 2.392 1.263 0.098 -0.2297
C -4.637 0.504 0.226 0.0285
N 0.077 1.847 -0.011 -0.0455
H -3.182 3.607 -2.671 0.1328
Se -5.570 -5.347 -0.780 1.3070
H -3.841 5.244 -0.945 0.1295
H 4.074 1.963 -1.035 0.1211
C 4.730 -2.369 -0.290 -0.0086
H -6.081 -1.024 -0.245 0.1452
H -1.352 4.106 2.861 0.1010
C -2.679 3.615 -1.713 -0.0061
C -2.013 -3.803 -0.362 -0.0498
```

Kohn-Sham gap, Eh: 0.234
Total charge: +3
M, g mol⁻¹: 786.57
Total energy, eV: -113773.3137
Energy above the lowest of the compared OMol25 structures with the same formula, charge and spin, eV: 0.329

=====

(2)
Formula: C32H30Br2MnO4
Source: the Open Molecules 2025 dataset
Level of theory: ωB97M-V/def2-TZVPD

The geometry in XYZ format:
```
69
Properties=species:S:1:pos:R:3:lowdin_charge:R:1
H 0.969 -0.618 2.095 0.1590
H 1.487 0.303 -3.981 0.1134
H 6.038 0.839 0.794 0.1096
H -1.858 -3.353 0.707 0.1072
C 2.034 -3.182 -1.189 0.0363
C -1.707 -0.583 0.154 -0.3300
H 3.875 0.641 -0.356 0.1257
C 2.767 1.358 2.754 -0.0307
C 5.121 0.988 1.349 -0.0562
C 1.368 0.872 0.686 -0.3269
Mn -1.237 1.818 1.771 0.7004
C 2.714 1.061 1.398 -0.1506
C -1.713 -0.748 -2.343 -0.0113
C 0.932 -0.587 0.997 -0.1354
C 1.559 0.978 -3.138 -0.0613
H -1.778 -0.858 -4.475 0.1129
C 3.987 1.476 3.404 -0.0704
H -1.723 -1.822 -2.216 0.1289
C -1.682 0.074 -1.217 -0.1527
C -5.208 -3.113 0.351 -0.0738
H -0.710 -1.821 1.501 0.1405
C -2.818 -2.885 0.537 -0.0107
C 1.886 3.183 -2.254 -0.0643
H 1.546 -4.084 -1.557 0.1017
C -2.911 -1.537 0.221 -0.1447
H -6.273 -1.322 -0.172 0.1080
O 1.913 -1.454 0.466 0.0052
C -2.592 4.156 3.656 -0.9046
C 1.811 2.324 -3.344 -0.0749
H -1.696 2.135 -0.564 0.0654
H 0.697 -4.566 0.809 0.1001
Br -2.498 4.239 1.726 0.7834
C -1.744 2.002 -2.677 -0.0629
C -0.410 -1.295 0.588 -0.1755
H 2.060 -2.441 -1.984 0.0840
C -1.706 1.447 -1.405 -0.0418
O -0.008 -2.233 -0.383 -0.0170
H 1.826 3.352 -0.122 0.1240
H -2.021 4.980 4.061 0.0253
C 1.728 2.687 -0.972 -0.0271
H 0.736 -3.276 2.026 0.0893
O 0.446 1.741 1.361 -0.2300
C 1.387 0.485 -1.850 -0.0170
H -3.879 -4.722 0.830 0.1090
H 1.949 2.705 -4.348 0.1082
C -5.306 -1.763 0.032 -0.0621
Br -1.804 2.504 4.289 0.7916
H -1.801 1.600 -4.781 0.1117
H 3.057 -3.430 -0.906 0.1028
H -4.243 0.060 -0.311 0.1230
C -1.750 -0.203 -3.614 -0.0526
H 1.852 1.508 3.314 0.1022
H -3.633 4.165 3.947 0.0245
H 2.089 4.236 -2.405 0.1068
O -1.997 0.359 1.196 -0.2020
H 2.243 -3.959 1.425 0.1013
C 1.472 1.333 -0.757 -0.1642
C -4.165 -0.986 -0.038 -0.0208
H 1.170 -0.561 -1.709 0.0945
H 4.015 1.715 4.459 0.1051
C -1.767 1.175 -3.787 -0.0737
H 6.122 1.385 3.206 0.1069
C 3.903 0.877 0.699 -0.0081
C 1.294 -2.656 0.014 -0.5667
C 5.169 1.291 2.703 -0.0759
C -3.965 -3.669 0.596 -0.0601
C 1.231 -3.675 1.140 0.0278
H -6.098 -3.727 0.398 0.1079
H -1.751 3.077 -2.797 0.1122
```

Kohn-Sham gap (alpha / beta), Eh: 0.212 / 0.254
Total charge: +1
M, g mol⁻¹: 693.33
2S+1: 5
⟨S²⟩: 6.1341
Total energy, eV: -213259.4322
Energy above the lowest of the compared OMol25 structures with the same formula, charge and spin, eV: 0.249

=====

(3)
Formula: C32H30CeF5N3O7PSTe
Source: the Open Molecules 2025 dataset
Level of theory: ωB97M-V/def2-TZVPD

The geometry in XYZ format:
```
81
Properties=species:S:1:pos:R:3:lowdin_charge:R:1
H 9.106 9.700 16.428 0.0395
H 12.043 11.497 14.331 0.0253
C 11.207 8.263 11.613 -0.0854
C 13.663 8.798 19.297 -0.4970
C 16.883 10.336 17.194 0.0000
H 9.572 7.131 22.837 0.0956
H 13.034 12.299 15.621 0.0672
H 11.235 9.092 7.787 0.1360
C 10.476 13.820 19.780 -0.0616
H 6.528 5.980 21.676 0.0840
H 6.173 8.569 21.148 0.0824
O 10.411 6.666 13.124 -0.0031
C 11.403 7.999 22.219 -0.0414
H 9.633 8.061 18.729 0.1161
C 9.661 10.387 15.792 -0.2250
C 14.866 9.045 18.551 -0.2305
C 12.298 8.914 11.058 0.0761
C 14.798 9.206 17.158 0.1186
H 17.658 10.829 16.643 0.1237
C 12.024 11.949 15.286 -0.2308
O 11.301 5.731 15.861 -0.7796
H 11.817 8.095 23.214 0.1201
C 7.576 6.259 21.763 -0.0571
S 13.760 8.891 21.034 1.1861
C 16.993 10.085 18.562 -0.0184
C 16.013 9.387 19.270 -0.0107
F 7.491 4.380 15.407 -0.5601
C 12.330 9.018 9.666 -0.0795
C 11.038 11.878 17.883 -0.3872
H 15.797 9.740 15.387 0.1285
H 9.802 9.970 14.759 0.0625
H 17.901 10.412 19.121 0.1409
C 12.084 8.450 21.096 -0.4273
C 7.942 7.321 20.692 -0.5156
C 11.803 13.532 19.425 -0.0792
O 13.672 9.356 7.791 0.1163
F 8.695 6.719 15.691 -0.4379
H 9.226 7.546 11.203 0.1287
H 7.676 9.043 21.994 0.0835
N 13.633 9.389 8.987 -0.3407
C 9.414 13.170 19.145 -0.0531
H 10.310 14.559 20.599 0.1258
H 13.129 12.233 18.235 0.1169
F 14.142 7.205 14.573 -0.4154
F 13.810 6.682 17.586 -0.3989
C 10.117 7.495 22.004 0.0116
H 6.378 6.543 19.353 0.0988
C 7.246 8.699 21.041 -0.0238
F 9.329 4.787 17.348 -0.4508
H 16.082 9.174 20.322 0.0894
P 11.342 10.754 16.479 0.9668
H 7.724 6.631 22.815 0.0916
C 7.459 6.782 19.304 -0.0419
O 8.135 7.072 9.329 0.0947
C 10.127 8.181 9.402 -0.1079
O 14.559 9.638 9.767 0.0619
C 10.162 8.083 19.694 0.0579
N 12.424 8.655 18.789 0.0694
O 8.889 8.044 7.502 0.1032
C 11.065 7.700 13.003 -0.5110
Ce 12.556 7.387 16.015 1.2803
N 8.945 7.713 8.680 -0.3352
C 10.138 7.927 10.774 0.0760
C 15.836 9.752 16.463 -0.0279
H 12.696 14.017 19.886 0.1252
H 8.368 13.374 19.401 0.1155
C 9.447 7.588 20.769 -0.1612
H 13.201 9.111 11.640 0.1369
H 8.891 11.495 17.818 0.0941
H 7.631 7.490 18.473 0.0719
H 8.187 5.355 21.539 0.1080
C 12.092 12.554 18.498 -0.1128
C 11.515 8.463 19.797 -0.2619
C 9.688 12.151 18.199 -0.0782
Te 9.411 5.006 15.427 2.0673
H 7.481 9.518 20.309 0.0893
O 11.608 8.362 14.026 -0.2188
H 9.141 11.353 15.781 0.0549
H 11.347 12.795 15.266 0.0607
C 11.189 8.868 8.848 0.1006
H 7.955 5.844 19.054 0.0674
```

Kohn-Sham gap (alpha / beta), Eh: 0.138 / 0.138
Total charge: +1
M, g mol⁻¹: 994.35
Total energy, eV: -106394.7025
Energy above the lowest of the compared OMol25 structures with the same formula, charge and spin, eV: 0.000

=====

- Which of these has the highest total energy?
  C32H30CeF5N3O7PSTe

=====

- Among the records above, which one has the highest energy above the lowest of the compared OMol25 structures with the same formula, charge and spin?
  C32H30BiN6Se

=====

Please write out number 1 again, unchanged.
Formula: C32H30BiN6Se
Source: the Open Molecules 2025 dataset
Level of theory: ωB97M-V/def2-TZVPD

The geometry in XYZ format:
```
70
Properties=species:S:1:pos:R:3:lowdin_charge:R:1
H 0.775 4.115 -1.061 0.1088
C -0.973 -4.718 -0.561 0.0835
H -2.968 1.738 0.774 0.1062
H -5.344 1.320 0.275 0.1373
H 4.494 1.000 0.382 0.1092
C 2.368 -1.146 3.089 -0.0624
H -0.979 0.753 -2.138 0.0637
H 2.179 -0.070 3.140 0.0636
C 0.330 -4.286 -0.458 0.0266
H 1.162 -4.951 -0.641 0.1377
H -0.346 2.106 -3.083 0.0986
C -4.428 -3.177 -0.372 -0.3341
H 2.072 4.180 0.131 0.1293
H 1.595 -2.623 -0.001 0.0989
H 2.891 -1.417 4.004 0.1036
H 0.200 4.317 2.076 0.0983
H 2.408 3.536 -1.462 0.1166
C 1.295 2.232 -0.191 -0.2114
H -0.381 2.692 2.450 0.0421
C 3.030 -0.947 0.630 -0.2623
C 4.937 -2.933 0.956 -0.0098
C 3.534 -0.899 -1.898 -0.0167
Bi -0.181 -0.069 1.215 1.9875
N -2.366 -0.206 0.396 -0.0762
C -1.386 3.649 0.768 -0.2334
C -2.737 -1.473 0.088 -0.1526
N -5.655 -3.620 -0.499 -0.2015
C -4.085 -1.800 -0.121 -0.0504
C -3.295 0.751 0.485 -0.0791
C -1.015 2.749 -0.242 -0.2866
C 3.193 -1.548 1.891 -0.2203
C -0.691 3.684 2.108 -0.0109
H -1.218 -5.744 -0.804 0.1463
C -2.418 4.535 0.493 -0.0081
H 4.419 -0.403 -2.301 0.1050
H -2.013 1.614 -3.292 0.0967
C 4.155 -2.533 2.033 -0.0064
C -1.656 2.703 -1.483 -0.2276
C 1.645 3.586 -0.685 0.0491
C -3.401 -4.171 -0.485 -0.3349
C -1.226 1.735 -2.551 -0.0104
C 3.796 1.736 -0.003 0.0365
C -3.053 4.531 -0.741 -0.0142
C -5.042 -0.777 -0.067 0.0814
N -0.401 -2.088 0.120 -0.0676
H 5.315 -2.702 -1.139 0.1370
H 3.349 -1.762 -2.539 0.1006
H -2.723 5.243 1.254 0.1344
C 0.581 -2.969 -0.104 -0.0673
C 3.780 -1.373 -0.489 -0.2211
H 4.313 -2.986 3.004 0.1328
H 5.703 -3.683 1.097 0.1305
N 2.055 0.077 0.487 -0.0253
H 3.906 2.664 0.564 0.1205
C -1.697 -2.472 -0.042 -0.1430
N -3.822 -5.393 -0.702 -0.2027
H 1.413 -1.688 3.109 0.0596
H 2.687 -0.224 -1.996 0.0690
C 2.392 1.263 0.098 -0.2297
C -4.637 0.504 0.226 0.0285
N 0.077 1.847 -0.011 -0.0455
H -3.182 3.607 -2.671 0.1328
Se -5.570 -5.347 -0.780 1.3070
H -3.841 5.244 -0.945 0.1295
H 4.074 1.963 -1.035 0.1211
C 4.730 -2.369 -0.290 -0.0086
H -6.081 -1.024 -0.245 0.1452
H -1.352 4.106 2.861 0.1010
C -2.679 3.615 -1.713 -0.0061
C -2.013 -3.803 -0.362 -0.0498
```

Kohn-Sham gap, Eh: 0.234
Total charge: +3
M, g mol⁻¹: 786.57
Total energy, eV: -113773.3137
Energy above the lowest of the compared OMol25 structures with the same formula, charge and spin, eV: 0.329